No. 1
This record from the OMol25 dataset describes the molecule C7H13N3OSi. The level of theory is ωB97M-V/def2-TZVPD.

Structure (XYZ):
```
25
Properties=species:S:1:pos:R:3:forces:R:3:nbo_charge:R:1
C 1.1957 2.9222 -0.2357 0.1 1.6 1.3 -0.617
C 1.1393 2.0280 0.9974 -2.1 -1.7 -2.4 0.267
C 2.1728 2.3767 1.9212 0.4 -0.6 -0.5 0.253
N 3.0729 2.8361 2.4400 1.1 0.5 1.1 -0.270
N -0.1610 2.0855 1.5879 -0.2 -1.8 0.8 -0.502
N -0.9216 0.9381 1.1636 -1.0 1.8 0.0 -0.283
C -0.1917 0.1477 0.4971 1.2 0.8 1.0 0.131
Si -0.7294 -1.5345 -0.3845 0.1 -0.4 0.8 1.515
C -2.6187 -2.1506 -0.0102 1.3 1.8 2.9 -1.040
C 0.6377 -2.7614 0.2130 0.5 0.4 -1.1 -1.107
C -0.5284 -1.1232 -2.2207 1.6 1.8 0.7 -1.114
O 1.1699 0.6093 0.4967 -0.2 0.5 0.2 -0.516
H 1.2705 4.0143 0.1508 -0.8 -1.6 -0.9 0.221
H 0.3395 2.6361 -0.8786 0.6 0.6 0.3 0.232
H 2.1396 2.7904 -0.6977 0.8 -0.4 -0.9 0.227
H -0.5439 3.0148 1.7548 -0.6 -0.9 -0.4 0.402
H -2.7817 -2.9478 0.8075 0.6 1.2 -1.4 0.249
H -3.2439 -1.2403 0.3019 0.9 -1.2 -0.4 0.252
H -2.9820 -2.4699 -0.9295 -0.8 -0.8 -1.7 0.222
H 0.4013 -3.4003 1.0285 -0.5 0.2 1.5 0.244
H 0.9048 -3.5829 -0.4558 -0.2 0.4 -0.9 0.243
H 1.6056 -2.2352 0.3879 -0.8 -0.2 0.1 0.254
H 0.4658 -1.3144 -2.6393 0.0 -0.8 0.3 0.253
H -1.2531 -1.5894 -2.7974 -1.3 -1.1 -1.2 0.235
H -0.5600 -0.0492 -2.4989 -0.6 -0.3 0.7 0.250
```
Positions in Å, forces in eV/Å.

Values from the calculation:
ΔE to the lowest compared entry with this formula, charge and spin ... 81.9 kJ/mol
E_LUMO ... 0.72 eV
HOMO-LUMO gap ... 9.441 eV

***

No. 2
This record from the OMol25 dataset describes the molecule C21H31BrN4O2. The level of theory is ωB97M-V/def2-TZVPD.

Structure (XYZ):
```
59
Properties=species:S:1:pos:R:3:forces:R:3:nbo_charge:R:1
C -1.4664 -2.0332 -6.4080 0.0 0.0 0.0 -0.614
C -0.9646 -2.2463 -4.9904 0.0 0.0 0.0 -0.208
N -1.7614 -3.2041 -4.2451 0.0 0.0 0.0 -0.441
C -1.6831 -4.5651 -4.7589 0.0 0.0 0.0 -0.220
C -2.3078 -5.3818 -3.6410 0.0 0.0 0.0 -0.409
C -1.7714 -4.6957 -2.3761 0.0 0.0 0.0 -0.403
C -1.3818 -3.2730 -2.8278 0.0 0.0 0.0 -0.051
C -2.0583 -2.1236 -2.0643 0.0 -0.1 0.0 -0.210
N -1.2176 -1.4905 -1.0641 -0.1 0.1 0.1 -0.432
C -1.0472 -0.0492 -0.9893 0.0 0.0 -0.1 -0.194
C -0.4291 0.1731 0.3996 0.0 0.0 0.0 -0.301
C 0.5550 1.3294 0.4137 0.0 0.0 0.0 0.689
O 1.4144 1.4461 -0.4347 0.0 0.0 0.0 -0.611
N 0.4092 2.1856 1.4689 0.0 0.0 0.0 -0.623
C 1.1925 3.3396 1.7234 0.0 0.0 0.0 0.069
C 1.6256 4.1700 0.7063 0.0 0.0 0.0 -0.167
C 2.3283 5.3313 0.9940 0.0 0.0 0.0 -0.274
C 2.5654 5.6438 2.3180 0.0 0.0 0.0 -0.059
Br 3.4974 7.2374 2.7451 0.0 0.0 0.0 0.052
C 2.1550 4.8213 3.3533 0.0 0.0 0.0 -0.321
C 1.4756 3.6388 3.0667 0.0 0.0 0.1 0.244
N 1.0083 2.7711 4.0530 0.0 0.0 0.0 -0.629
C 1.4152 2.9104 5.4486 0.0 0.0 0.0 -0.048
C 2.8851 2.5648 5.6761 0.0 0.0 0.0 -0.627
C 0.5072 2.0322 6.2962 0.0 0.0 0.0 -0.604
C 0.2521 -1.1654 0.7048 0.0 0.0 -0.1 -0.491
C -0.5578 -2.1731 -0.0968 0.0 0.0 0.0 0.685
O -0.5921 -3.3762 0.0692 0.0 0.0 0.0 -0.623
H -0.9012 -1.2378 -6.8947 0.0 0.0 0.0 0.212
H -1.3571 -2.9329 -7.0139 0.0 0.0 0.0 0.204
H -2.5208 -1.7537 -6.3985 0.0 0.0 0.0 0.211
H 0.0938 -2.5649 -5.0097 0.0 0.0 0.0 0.161
H -0.9896 -1.2924 -4.4565 0.0 0.0 0.0 0.187
H -2.2088 -4.6586 -5.7090 0.0 0.0 0.0 0.202
H -0.6319 -4.8680 -4.9194 0.0 0.0 0.0 0.157
H -3.3940 -5.2967 -3.6991 0.0 0.0 0.0 0.202
H -2.0487 -6.4384 -3.6953 0.0 0.0 0.0 0.211
H -2.5025 -4.6753 -1.5703 0.0 0.0 0.0 0.216
H -0.8955 -5.2081 -1.9840 0.0 0.0 0.0 0.223
H -0.2916 -3.1491 -2.7246 0.0 0.0 0.0 0.178
H -2.3428 -1.3504 -2.7774 0.0 0.0 0.0 0.212
H -2.9811 -2.4860 -1.6002 0.0 0.0 0.0 0.202
H -0.3733 0.3156 -1.7693 0.0 0.0 0.0 0.213
H -2.0088 0.4580 -1.0896 0.0 0.0 0.0 0.197
H -1.2328 0.3406 1.1210 0.0 0.0 0.0 0.204
H -0.3563 2.0222 2.1042 0.0 0.0 0.0 0.404
H 1.4149 3.9035 -0.3185 0.0 0.0 0.0 0.240
H 2.6721 5.9805 0.2025 0.0 0.0 0.0 0.231
H 2.3803 5.1010 4.3709 0.0 0.0 0.0 0.227
H 1.0232 1.8058 3.7487 0.0 0.0 0.0 0.376
H 1.2359 3.9512 5.7288 0.0 0.0 0.0 0.195
H 3.1747 2.7601 6.7096 0.0 0.0 0.0 0.215
H 3.0546 1.5042 5.4745 0.0 0.0 0.0 0.205
H 3.5409 3.1411 5.0243 0.0 0.0 0.0 0.220
H 0.7678 2.1154 7.3512 0.0 0.0 0.0 0.217
H -0.5370 2.3161 6.1694 0.0 0.0 0.0 0.219
H 0.6156 0.9820 6.0106 0.0 0.0 0.0 0.199
H 1.2731 -1.1721 0.3148 0.0 0.0 0.0 0.247
H 0.2789 -1.4302 1.7588 0.0 0.0 0.0 0.232
```
Positions in Å, forces in eV/Å.

Values from the calculation:
ΔE to the lowest compared entry with this formula, charge and spin ... 15.7 kJ/mol
E_LUMO ... 0.38 eV
HOMO-LUMO gap ... 8.637 eV

***

No. 3
This record from the OMol25 dataset describes the molecule C5H5NO. The level of theory is ωB97M-V/def2-TZVPD.

Structure (XYZ):
```
12
Properties=species:S:1:pos:R:3:forces:R:3:nbo_charge:R:1
N 0.0114 -0.2287 -2.3354 -0.6 -2.1 -1.8 -0.256
C -0.6767 -0.9044 -1.6802 1.0 1.7 -0.2 0.200
C -1.1198 -0.3496 -0.3338 -0.2 0.2 0.2 0.023
O -0.8542 -1.0500 0.8489 0.2 -1.4 -0.6 -0.496
C 0.1852 -0.2126 1.2936 -0.4 1.4 -0.1 0.102
C 1.1818 0.1680 0.2898 0.5 -0.4 -0.2 -0.468
C -0.1112 0.7573 -0.1291 -0.6 0.3 3.3 -0.222
H -2.1704 -0.0640 -0.3845 0.1 0.0 0.0 0.226
H 0.3496 -0.2968 2.3792 -0.3 0.7 -0.6 0.213
H 1.8333 0.9418 0.6993 0.0 -0.2 -0.1 0.233
H 1.7124 -0.5601 -0.3151 0.1 -0.1 -0.2 0.203
H -0.3415 1.7992 -0.3325 0.2 -0.2 0.1 0.242
```
Positions in Å, forces in eV/Å.

Values from the calculation:
ΔE to the lowest compared entry with this formula, charge and spin ... 480.7 kJ/mol
E_LUMO ... 0.15 eV
HOMO-LUMO gap ... 8.791 eV

***

No. 4
This record from the OMol25 dataset describes a structure of composition H8InO8P. The level of theory is ωB97M-V/def2-TZVPD.

Structure (XYZ):
```
18
Properties=species:S:1:pos:R:3:forces:R:3:nbo_charge:R:1
In 29.6182 -8.6423 -6.8748 -0.6 -2.0 1.0 0.853
P 28.7568 -11.9000 -5.5026 2.6 1.5 0.2 2.439
O 29.4743 -10.6071 -4.7763 -1.7 -1.2 -0.9 -1.289
O 28.5252 -11.4206 -6.9396 -0.3 1.2 -2.0 -0.991
O 27.3887 -12.4537 -5.1738 -0.6 0.5 1.4 -0.999
O 29.7543 -13.0439 -5.6310 0.4 -0.2 0.5 -1.049
O 31.9825 -7.3978 -5.5513 0.1 0.3 -0.3 -0.938
H 32.0522 -6.9171 -4.7265 -0.1 0.0 0.3 0.467
H 32.7246 -8.0022 -5.5403 0.2 -0.3 0.0 0.479
O 29.1804 -7.0945 -4.3946 -0.1 0.3 -0.1 -0.939
H 29.7203 -6.4006 -4.0160 0.1 0.2 0.0 0.454
H 29.0075 -7.6892 -3.6647 -0.1 -0.7 0.1 0.495
O 29.7278 -5.7140 -7.2712 -0.1 0.2 0.1 -0.933
H 30.4910 -5.1492 -7.1493 0.3 0.1 0.1 0.469
H 29.2335 -5.3001 -7.9787 -0.2 0.1 -0.2 0.470
O 30.6991 -10.3599 -9.0143 0.3 0.5 -0.2 -0.938
H 30.4256 -10.8195 -9.8082 -0.3 -0.2 -0.1 0.475
H 31.5439 -10.7502 -8.7901 0.1 -0.3 0.3 0.473
```
Positions in Å, forces in eV/Å.

Values from the calculation:
Charge ... -1
E_LUMO (spin up / spin down) ... 1.91 / 1.91 eV
HOMO-LUMO gap (spin up / spin down) ... 5.332 / 5.025 eV
Multiplicity ... 2

***

Computed values of M (unit: g/mol) for the preceding records, in sequence: 183.3, 451.4, 95.1, 281.8.
Computed values of total energy (unit: a.u.) for the preceding records, in sequence: -803.4542, -3762.3828, -323.3366, -1138.2569.
Computed values of maximum force (unit: eV/A) for the preceding records, in sequence: 3.68, 0.14, 3.42, 3.02.